# 1
DFT (ωB97M-V with the def2-TZVPD basis set) results for a structure of composition C4H4O2Sc.

As for the total charge: +1. The maximum force is 8.38 eV Å⁻¹. As for the spin multiplicity: 1. The gap between HOMO and LUMO (alpha / beta) is 6.23 / 5.99 eV.

Last column: Löwdin charge in e.
Cartesian coordinates (Å):
H (-2.18443, 0.53072, 1.86992)  0.22
O (1.95654, -0.10646, -0.68290)  -0.17
C (0.67508, -0.70503, -0.32948)  -0.20
C (-0.10672, 0.40963, 0.37915)  -0.31
C (-1.25351, 0.05732, 1.22985)  -0.03
C (-1.76782, 0.65899, 0.15690)  -0.36
O (-2.57795, 0.76547, -0.81012)  0.09
Sc (1.63083, 1.72245, 0.22765)  1.33
H (2.57000, -0.71317, -1.10471)  0.14
H (0.86864, -1.57158, 0.32159)  0.14
H (0.18934, -1.04833, -1.25785)  0.15

Atomic forces in eV per Å
3.1 -1.0 0.4
0.6 0.4 -0.1
-1.6 -0.9 0.2
2.9 1.3 0.9
-3.4 1.5 0.8
-4.9 -2.2 -6.4
3.9 0.8 4.1
-0.8 -0.1 0.1
0.0 -0.2 -0.1
-0.1 0.3 -0.1
0.1 0.2 0.3



# 2
DFT (ωB97M-V with the def2-TZVPD basis set) results for a cluster of 11 separate species, C58H72N4O18 in total.

As for the total charge: 0. The maximum force is 3.92 eV Å⁻¹. As for the spin multiplicity: 1. The gap between HOMO and LUMO is 7.02 eV. Its SMILES is O=C1C=CC(=O)C=C1.O=C1C=CC(=O)C=C1.O=C1C=CC(=O)C=C1.O=C1C=CC(=O)C=C1.O=C1C=CC(=O)C=C1.O=C1C=CC(=O)C=C1.O=C1C=CC(=O)C=C1.COC[C@H](C)N.COC[C@H](C)N.COC[C@H](C)N.COC[C@H](C)N.

Last column: Löwdin charge in e.
Cartesian coordinates (Å):
C (0.57171, -3.61440, -4.44014)  0.03
C (1.03905, -2.86263, -3.44593)  0.02
C (0.17913, -1.83000, -2.81187)  -0.35
O (0.54241, -1.24572, -1.80514)  0.08
C (-1.12662, -1.57066, -3.42107)  0.01
C (-1.61832, -2.35463, -4.38184)  0.04
C (-0.68069, -3.27201, -5.11149)  -0.37
O (-0.96849, -3.54762, -6.26118)  0.11
H (1.10927, -4.45216, -4.80621)  0.12
H (1.98074, -2.99541, -2.89675)  0.09
H (-1.70006, -0.71006, -3.13526)  0.08
H (-2.54878, -2.03152, -4.84514)  0.12
C (3.81452, -0.80966, -5.24371)  0.04
C (4.99813, -1.42353, -5.36266)  0.00
C (6.28388, -0.76557, -5.64438)  -0.39
O (7.34155, -1.38515, -5.59143)  0.10
C (6.17791, 0.70120, -5.74050)  0.01
C (5.04512, 1.36416, -5.57803)  0.02
C (3.79883, 0.65931, -5.15499)  -0.37
O (2.93864, 1.22293, -4.49867)  0.09
H (2.90351, -1.33844, -4.84826)  0.13
H (5.12949, -2.44762, -5.37576)  0.10
H (7.08456, 1.25116, -6.17445)  0.15
H (4.93820, 2.43919, -5.69710)  0.13
C (4.21490, -6.80177, 0.54306)  0.02
C (4.38170, -5.59056, -0.02577)  0.04
C (4.68084, -4.40695, 0.90151)  -0.32
O (4.98120, -3.28742, 0.43887)  0.06
C (4.56181, -4.60575, 2.37735)  0.03
C (4.04386, -5.75124, 2.88721)  0.05
C (4.04120, -6.93726, 1.99821)  -0.37
O (3.67325, -8.03796, 2.42805)  0.09
H (4.06739, -7.74365, 0.03793)  0.12
H (4.36660, -5.41600, -1.09787)  0.11
H (4.73763, -3.70760, 2.98726)  0.13
H (3.76439, -5.97070, 3.85057)  0.10
C (5.92440, -2.15440, -2.55275)  0.00
C (6.49053, -0.98625, -2.31262)  0.03
C (5.76637, 0.09157, -1.59567)  -0.36
O (6.34534, 1.15696, -1.38577)  0.10
C (4.40913, -0.13504, -1.11708)  0.03
C (3.82797, -1.31572, -1.36937)  0.04
C (4.52291, -2.42884, -2.13853)  -0.38
O (3.95275, -3.43769, -2.47338)  0.05
H (6.37502, -2.97350, -3.05156)  0.12
H (7.50978, -0.85806, -2.62357)  0.13
H (3.93585, 0.51810, -0.43519)  0.09
H (2.88658, -1.59172, -0.91839)  0.08
C (-2.90994, 3.22475, -4.21398)  0.05
C (-2.91882, 1.88807, -4.20424)  -0.01
C (-3.85790, 1.05539, -3.36810)  -0.32
O (-3.89785, -0.20056, -3.47690)  0.04
C (-4.77149, 1.80260, -2.45993)  0.02
C (-4.69679, 3.10456, -2.27910)  0.02
C (-3.72914, 3.88991, -3.06034)  -0.36
O (-3.56803, 5.04850, -2.79164)  0.10
H (-2.37242, 3.93181, -4.82272)  0.11
H (-2.09750, 1.43760, -4.73007)  0.11
H (-5.32561, 1.13907, -1.78796)  0.12
H (-5.31264, 3.68053, -1.64225)  0.11
C (-4.51233, 1.11807, 2.17203)  0.04
C (-3.87684, 0.61138, 3.20427)  0.00
C (-4.06854, 1.31950, 4.45602)  -0.35
O (-3.83930, 0.83503, 5.56729)  0.08
C (-4.71388, 2.72177, 4.43424)  0.02
C (-5.34298, 3.22316, 3.40981)  -0.02
C (-5.29611, 2.43947, 2.17027)  -0.33
O (-5.87918, 2.80063, 1.13387)  0.07
H (-4.54287, 0.59234, 1.25508)  0.08
H (-3.47174, -0.39134, 3.19395)  0.12
H (-4.78424, 3.30380, 5.31904)  0.11
H (-5.85296, 4.22174, 3.52741)  0.15
C (0.92605, 1.84329, 1.04342)  0.02
C (-0.19719, 1.55758, 0.43600)  -0.01
C (-0.27028, 1.62412, -1.03396)  -0.39
O (-1.24845, 1.52458, -1.73681)  0.09
C (0.98161, 1.84057, -1.81459)  0.03
C (2.09881, 2.24337, -1.19606)  0.00
C (2.15808, 2.33958, 0.25619)  -0.39
O (3.08842, 2.64800, 0.95655)  0.11
H (1.08503, 1.84608, 2.15961)  0.12
H (-1.16473, 1.27409, 0.90841)  0.13
H (0.96587, 1.66529, -2.87822)  0.11
H (3.04896, 2.45518, -1.67461)  0.12
C (1.33462, 4.18232, 4.80529)  -0.02
C (-0.15665, 4.00649, 5.29613)  -0.39
C (-0.57494, 2.55928, 5.37280)  -0.20
O (-0.27900, 1.86776, 4.18083)  -0.22
C (-0.21432, 0.46291, 4.32064)  -0.09
N (-0.26844, 4.57971, 6.64415)  0.03
H (2.07023, 3.54705, 5.31394)  0.09
H (1.65043, 5.22208, 4.90910)  0.07
H (1.30746, 4.04219, 3.75265)  0.04
H (-0.82924, 4.55842, 4.68829)  0.09
H (-1.60082, 2.40576, 5.61602)  0.11
H (0.01790, 2.05653, 6.11796)  0.12
H (0.47943, 0.22644, 5.12835)  0.10
H (0.18850, 0.08166, 3.35850)  0.06
H (-1.19904, 0.06928, 4.60132)  0.09
H (0.27088, 5.39669, 6.73436)  0.04
H (-1.19906, 4.99489, 6.84686)  0.09
C (1.06784, -2.92531, 3.61390)  -0.06
C (0.80070, -2.21652, 2.32472)  -0.39
C (1.53771, -2.78889, 1.16173)  -0.23
O (1.35499, -4.14739, 1.04499)  -0.17
C (1.26446, -4.59572, -0.25981)  -0.09
N (-0.73564, -2.23616, 2.08917)  0.08
H (2.12956, -2.76025, 3.88384)  0.09
H (0.96209, -3.96947, 3.37822)  0.07
H (0.39427, -2.51084, 4.40007)  0.09
H (1.05313, -1.17628, 2.52598)  0.10
H (2.63606, -2.55028, 1.24899)  0.13
H (1.03629, -2.34892, 0.27037)  0.11
H (1.38959, -5.68441, -0.22774)  0.10
H (2.06702, -4.13950, -0.86373)  0.08
H (0.33692, -4.44378, -0.71906)  0.06
H (-1.15074, -1.40700, 2.54571)  0.06
H (-1.08418, -3.02950, 2.53587)  0.05
C (-1.68574, 4.43789, 1.93059)  -0.03
C (-1.57672, 5.18763, 0.58561)  -0.38
C (-2.00201, 6.66714, 0.62436)  -0.21
O (-3.36465, 6.80351, 0.96989)  -0.19
C (-4.33748, 6.88250, -0.10163)  -0.07
N (-0.19281, 5.17163, 0.09501)  0.07
H (-2.61563, 3.96052, 2.10093)  0.05
H (-1.53520, 5.07988, 2.83931)  0.08
H (-0.97396, 3.62694, 2.10294)  0.05
H (-2.24709, 4.69625, -0.11137)  0.12
H (-1.75848, 7.12677, -0.32505)  0.11
H (-1.37021, 7.21252, 1.36147)  0.13
H (-5.10446, 7.67292, 0.09779)  0.10
H (-4.85915, 5.94961, -0.11916)  0.06
H (-3.86825, 6.99232, -1.06711)  0.07
H (0.30648, 4.57925, 0.71163)  0.03
H (-0.16377, 4.50767, -0.64864)  0.05
C (-4.99175, -2.11639, -0.26451)  -0.05
C (-3.63733, -2.40374, 0.24573)  -0.44
C (-2.85626, -3.54518, -0.42687)  -0.17
O (-3.57711, -4.80739, -0.22223)  -0.19
C (-3.14353, -5.85421, -1.06861)  -0.11
N (-2.79855, -1.20397, 0.13209)  0.05
H (-5.71805, -2.89617, -0.42164)  0.08
H (-5.01298, -1.64416, -1.24831)  0.07
H (-5.42698, -1.42441, 0.40320)  0.05
H (-3.63324, -2.73879, 1.31000)  0.14
H (-1.89881, -3.52016, 0.11424)  0.09
H (-2.69180, -3.43992, -1.51100)  0.12
H (-2.24271, -6.22730, -0.62314)  0.07
H (-2.85547, -5.59013, -2.05524)  0.06
H (-3.97295, -6.57136, -1.10466)  0.10
H (-3.00552, -0.74037, -0.74927)  0.05
H (-1.77400, -1.42982, 0.29073)  0.06

Atomic forces in eV per Å
0.5 0.2 0.3
0.0 0.1 1.0
0.1 0.3 -0.1
0.1 -0.1 -0.1
-0.5 -0.2 -0.3
0.7 0.8 -0.3
-2.0 0.7 -0.4
0.7 -0.5 0.4
0.5 -0.6 -0.5
-0.3 -0.3 -0.6
0.0 0.2 0.6
0.1 -0.6 -0.1
-0.3 -0.8 1.0
-0.7 0.8 -1.1
0.5 0.3 1.3
-1.1 0.7 -0.5
2.3 1.3 -2.1
-1.0 0.2 0.0
0.3 0.2 1.4
0.0 0.1 -0.8
0.9 0.5 -0.9
-0.2 -2.2 0.4
-1.2 -0.9 1.1
0.2 -0.1 0.0
0.3 1.2 -0.3
0.4 -0.1 1.3
0.3 1.0 -1.4
-0.5 -2.3 1.0
-1.0 -0.3 0.7
2.1 0.9 -3.2
-1.9 -1.5 0.5
0.8 1.4 -0.2
0.0 0.1 -0.4
0.1 0.1 0.2
-0.1 -0.4 -0.3
-0.4 0.0 2.3
-1.2 -0.3 0.6
-0.1 -0.4 0.1
1.5 1.8 0.1
-0.6 -0.9 -0.2
-0.3 -2.2 -0.5
0.5 -0.6 0.0
0.2 1.9 0.2
-0.3 -0.6 0.0
0.7 -0.5 -0.5
0.3 0.6 0.0
-0.1 1.0 0.3
-0.2 0.1 -0.2
-2.3 0.1 2.6
0.7 0.4 0.0
0.3 -1.8 -0.8
0.1 3.4 0.4
0.3 -1.9 0.9
0.6 -0.2 -1.1
0.4 -0.4 -1.9
0.4 1.0 0.1
0.5 -0.3 -0.1
-0.3 -0.9 -0.5
-0.3 0.4 -0.4
-0.5 0.3 0.9
-0.9 1.5 -0.7
-0.4 -0.1 0.5
-0.2 0.9 2.8
0.0 0.4 -1.6
0.8 -1.5 0.7
-0.7 1.2 -1.0
-0.9 0.1 -2.2
1.2 -0.8 1.7
0.0 -0.4 -1.0
0.3 0.1 0.0
0.5 -0.1 1.1
0.5 -1.3 -0.7
1.7 0.8 1.0
-2.4 -0.7 -0.4
1.2 0.0 -1.5
-1.5 -0.2 0.6
1.3 0.3 1.1
0.4 0.2 -0.5
-2.0 -1.3 2.0
1.0 0.5 -0.6
-0.4 0.0 -1.3
0.9 0.2 -0.1
-0.2 0.1 -0.1
-0.2 0.0 -0.4
-1.5 0.3 0.6
1.6 0.4 1.0
1.1 -0.7 -0.2
0.0 0.2 -1.3
0.1 0.7 -0.1
-1.7 -0.3 0.9
-0.4 0.0 -0.2
-0.1 0.0 0.3
0.4 -0.6 -1.0
-0.4 0.3 -1.2
-1.1 0.2 0.4
0.3 0.1 1.0
0.2 -0.3 0.1
-0.6 0.2 0.8
0.1 -0.3 -0.3
1.4 0.9 -0.1
0.4 -1.0 -0.4
0.9 0.5 0.5
-2.5 0.6 0.9
0.1 1.6 -1.1
-0.3 -1.3 1.4
1.9 -1.1 -0.2
2.3 2.1 -0.8
-0.5 -0.1 0.2
-0.4 -0.7 0.7
0.6 -0.7 -0.4
0.3 0.0 -0.9
-0.9 0.0 -0.3
0.9 0.4 0.3
0.2 0.2 -0.1
-0.2 -0.3 -0.1
-1.7 0.8 -0.6
0.3 -0.7 -0.3
-0.8 -1.5 0.8
0.7 1.0 1.2
0.0 0.2 0.7
0.1 -0.4 0.7
-0.6 0.7 -0.2
0.3 0.3 1.0
-0.1 -0.2 -0.3
-1.3 -0.3 -0.1
-0.1 -0.1 -1.0
0.3 0.1 -0.6
-0.1 -0.2 -0.4
-0.1 0.0 -0.5
-0.5 -0.4 -0.1
0.9 -0.4 -0.1
-0.5 -0.7 -0.1
0.2 0.3 -0.3
1.0 0.0 1.5
-0.2 0.0 -1.6
-0.9 0.3 -1.1
2.1 -1.3 0.0
-1.0 -1.2 0.2
0.3 1.6 -0.6
-0.5 0.0 1.5
0.7 0.1 0.6
0.2 -0.9 0.5
0.6 0.3 -0.1
-0.8 0.9 0.8
-0.4 0.4 -0.4
0.1 -0.5 -0.3
-0.1 0.4 0.2
0.5 -1.0 0.3
-0.1 0.8 -1.2
0.5 -0.1 0.0
0.5 -0.1 0.0
-1.7 0.4 -0.5



# 3
DFT (ωB97M-V with the def2-TZVPD basis set) results for the molecule C4H4N4.

As for the total charge: 0. The maximum force is 8.00 eV Å⁻¹. As for the spin multiplicity: 1. The gap between HOMO and LUMO is 8.76 eV. Its SMILES is N#Cc1nc(N)c[nH]1.

Last column: Löwdin charge in e.
Cartesian coordinates (Å):
C (0.79655, -0.37265, -0.09027)  -0.41
C (0.40204, 0.88871, 0.01024)  -0.17
C (-1.31579, -0.28443, -0.34998)  -0.31
C (-2.59916, -0.62563, 0.09608)  -0.15
H (2.35270, -1.73335, 0.56123)  0.10
H (2.91945, -0.17721, 0.62008)  0.13
H (1.15176, 1.73726, -0.23920)  0.17
H (-1.05233, 1.99707, -0.13134)  0.17
N (2.20083, -0.79870, 0.02378)  0.03
N (-0.85584, 1.01508, -0.14295)  0.11
N (-0.24566, -1.09875, -0.49208)  0.17
N (-3.75456, -0.54741, 0.13441)  0.16

Atomic forces in eV per Å
3.3 -2.3 -0.4
6.8 4.2 -0.4
1.5 0.3 -0.2
-2.2 0.6 -1.8
-1.1 1.9 -1.6
-2.9 -1.1 -2.0
-1.6 -1.2 1.2
-2.2 -0.1 -0.2
1.3 -0.9 2.4
-2.3 0.0 0.0
-1.3 -1.0 2.1
0.6 -0.6 0.8